# 1
This record from the OMol25 dataset describes C4H6N2O2 as an isolated structure. The level of theory is the ωB97M-V functional and the def2-TZVPD basis.

CARTESIAN COORDINATES (ANGSTROEM)
C (-2.24756, -0.70059, 0.22712)
C (-0.99504, 1.32807, -0.18326)
C (0.40662, 1.64811, 0.03579)
C (1.10908, 0.49579, 0.17506)
H (-2.18706, -1.25774, 1.54565)
H (-2.56426, -1.66123, -0.68976)
H (-3.09631, 0.11679, 0.24789)
H (-1.86404, 1.88083, -0.77718)
H (0.83920, 2.70215, -0.44088)
H (1.62440, -1.08214, -0.41321)
N (-1.05748, 0.04767, -0.13267)
N (0.11803, -0.50042, 0.21005)
O (2.28259, -0.10054, 0.21684)
O (0.74062, -1.66916, -0.40964)

## Properties
Energy relative to the best compared isomer or geometry (same formula, charge and spin) (eV): 7.7703
E_HOMO (eV): -9.26
LUMO (eV): -0.2296
Maximum force (eV/Å): 7.14
Energy (eV): -11313.27161
Total charge: 0
Orbital gap (eV): 9.03



# 2
This record from the OMol25 dataset describes C29H50P2Zr as an isolated structure. The level of theory is the ωB97M-V functional and the def2-TZVPD basis.

CARTESIAN COORDINATES (ANGSTROEM)
Zr (0.27403, 0.02563, -0.34920)
C (-0.88800, 0.46508, 1.90625)
C (-1.13793, 1.55383, 1.00630)
C (-2.26143, -0.32308, 0.20341)
C (-1.59126, -0.68572, 1.41149)
C (-1.97244, 1.05450, -0.06661)
C (-0.22924, 0.56804, 3.23386)
H (0.55938, 1.33047, 3.22915)
H (0.22276, -0.38828, 3.52471)
H (-0.95391, 0.84571, 4.01418)
C (-1.59787, -2.04349, 2.01198)
H (-1.12539, -2.04638, 3.00279)
H (-1.03873, -2.74011, 1.36354)
H (-2.62487, -2.43008, 2.10380)
C (-3.09697, -1.23086, -0.62706)
H (-3.76158, -1.83089, 0.00830)
H (-2.45401, -1.92583, -1.18759)
H (-3.70008, -0.65794, -1.34185)
C (-2.60482, 1.87265, -1.13550)
H (-3.57964, 2.26637, -0.80824)
H (-2.77831, 1.27182, -2.03719)
H (-1.98290, 2.73208, -1.41428)
C (-0.81516, 2.98715, 1.24649)
H (-1.69119, 3.51723, 1.65276)
H (-0.51891, 3.49796, 0.31934)
H (0.00294, 3.09300, 1.96886)
C (2.59411, -0.55696, -0.06788)
C (2.25971, 0.48132, 0.78869)
C (2.61973, 1.92173, 0.49349)
C (2.31454, 2.41325, -0.95176)
C (1.10253, 1.82581, -1.64247)
C (1.14758, 0.68043, -2.44090)
C (2.36484, -0.19488, -2.63833)
C (3.28845, -0.37776, -1.39497)
H (3.69759, 2.07495, 0.68450)
H (3.22104, 2.26075, -1.57885)
H (2.10375, 2.58745, 1.20565)
H (4.00025, 0.46369, -1.34424)
H (2.49506, -1.59211, 0.28481)
H (2.05138, 0.25367, 1.83924)
H (3.93262, -1.25125, -1.58459)
H (2.05592, -1.19954, -2.98603)
H (0.33866, 0.51986, -3.16784)
H (2.97500, 0.21856, -3.45970)
H (2.18873, 3.50742, -0.91922)
H (0.25645, 2.51631, -1.78196)
P (5.15449, 2.05016, -2.68763)
C (6.56856, 0.91644, -2.43456)
C (5.93292, 3.66948, -2.33872)
P (3.51272, 2.79162, -5.18549)
C (5.08872, 2.02435, -4.53521)
C (4.11306, 4.51443, -5.46149)
C (3.75207, 2.20837, -6.92062)
H (6.32682, -0.06802, -2.85604)
H (6.74625, 0.80625, -1.35798)
H (7.47079, 1.31339, -2.91695)
H (6.92322, 3.73354, -2.80839)
H (6.05375, 3.74619, -1.24759)
H (5.29753, 4.50039, -2.67263)
H (4.69803, 2.56040, -7.34795)
H (2.91391, 2.56843, -7.52524)
H (3.73892, 1.11367, -6.92561)
H (5.06460, 0.96586, -4.84484)
H (5.98094, 2.51799, -4.95871)
H (3.33054, 5.04189, -6.02201)
H (5.04463, 4.54010, -6.04010)
H (4.25260, 5.03248, -4.50778)
C (0.30430, -5.43533, -0.12713)
C (-0.46769, -4.62772, -1.16852)
C (0.00655, -4.99399, -2.57136)
C (-1.96049, -4.92074, -1.02605)
C (-0.20715, -3.21427, -0.95815)
C (0.09894, -2.03182, -0.84561)
H (0.15984, -6.50835, -0.30207)
H (-0.04574, -5.19982, 0.88366)
H (1.37561, -5.21536, -0.19076)
H (-0.15475, -6.06347, -2.75544)
H (-0.54578, -4.42273, -3.32526)
H (1.07404, -4.78094, -2.67816)
H (-2.31437, -4.69047, -0.01483)
H (-2.54904, -4.33663, -1.74370)
H (-2.14403, -5.98611, -1.21695)

## Properties
Energy relative to the best compared isomer or geometry (same formula, charge and spin) (eV): 0.0000
E_HOMO (eV): -13.44
LUMO (eV): -8.0717
Maximum force (eV/Å): 5.81
Energy (eV): -50725.05432
Total charge: +2
Orbital gap (eV): 5.37



# 3
This record from the OMol25 dataset describes C15H24MgN6O6 as an isolated structure. The level of theory is the ωB97M-V functional and the def2-TZVPD basis.

CARTESIAN COORDINATES (ANGSTROEM)
O (0.06057, -1.28830, -3.65522)
H (-0.27288, -1.70740, -4.46367)
Mg (-0.31209, 0.03999, -0.63538)
N (1.26681, -1.23287, -1.26892)
N (-1.00567, -1.91947, -0.28053)
N (0.48172, 1.96632, -0.61876)
N (-1.60077, 1.13784, 0.54449)
O (2.32145, -0.80261, -1.77515)
O (1.62958, 2.45373, -1.28093)
O (-2.63618, 0.56297, 1.27935)
O (-2.14303, -2.15295, 0.29302)
C (-0.33996, -2.93108, -0.89492)
C (0.90680, -2.54973, -1.46265)
C (-0.17170, 2.90003, 0.06140)
C (-1.35055, 2.41952, 0.76597)
C (1.78043, -3.39992, -2.30123)
H (1.81458, -3.04138, -3.33708)
H (1.44903, -4.43905, -2.31260)
H (2.79346, -3.33832, -1.89332)
C (-0.90984, -4.29773, -0.98461)
H (-1.88472, -4.28736, -1.49144)
H (-1.04989, -4.68660, 0.03019)
H (-0.24507, -4.97460, -1.52927)
C (0.25698, 4.31733, 0.16292)
C (-2.12664, 3.30213, 1.69219)
H (0.91908, 4.54479, -0.67536)
H (0.79873, 4.49721, 1.10016)
H (-0.60899, 4.98757, 0.15383)
H (-2.73484, 2.68242, 2.36700)
H (-2.79426, 3.97469, 1.13675)
H (-1.46252, 3.94606, 2.28328)
H (1.91292, 1.70541, -1.86431)
H (-2.57453, -0.40189, 1.01030)
C (-1.45784, 0.12597, -2.36147)
H (-0.95704, -0.49202, -3.25977)
H (-1.62070, 1.18614, -2.58178)
H (-2.39057, -0.38845, -2.13482)
O (1.60024, 0.68246, -4.09549)
H (1.03347, -0.17524, -4.05448)
H (0.89735, 1.36060, -4.14672)
N (3.85065, 1.37505, 4.86808)
C (2.88795, 0.95812, 4.35083)
C (1.68990, 0.41806, 3.77765)
C (0.65780, -0.06181, 4.59754)
C (-0.43277, -0.67602, 4.00505)
C (-0.44379, -0.79108, 2.59708)
N (0.45998, -0.20509, 1.81418)
C (1.53767, 0.36090, 2.37963)
H (0.72679, 0.03420, 5.69096)
H (-1.27959, -1.07369, 4.56262)
H (-1.23803, -1.39318, 2.12796)
H (2.31052, 0.76829, 1.70746)

## Properties
Energy relative to the best compared isomer or geometry (same formula, charge and spin) (eV): 4.1538
E_HOMO (spin up / spin down) (eV): -6.69 / -7.00
LUMO (spin up / spin down) (eV): -2.3779 / -2.5978
Maximum force (eV/Å): 3.00
Energy (eV): -42604.96817
Total charge: 0
Orbital gap (spin up / spin down) (eV): 4.31 / 4.40



> Among the records above, which one has the lowest energy relative to the best compared isomer or geometry (same formula, charge and spin)?

C29H50P2Zr